ORCA calculation (ωB97M-V with the def2-TZVPD basis set) on C5H13N in the gas phase in a non-equilibrium geometry.

Highest occupied orbital energy = -0.3238 Eh
Molecular weight = 87.17 g/mol
Gap between HOMO and LUMO = 0.36702 Eh

Structure (ORCA input):
```
! wB97M-V def2-TZVPD RIJCOSX def2/J DEFGRID3
* xyz 0 1
H -1.27 2.52 -1.38
H -0.51 -1.79 1.76
N 1.14 0.86 -0.77
H -0.28 0.63 1.43
C -0.25 0.61 -0.88
H -0.85 -2.21 -0.01
H 1.42 1.40 -1.53
H 1.34 1.45 0.11
H 1.60 -2.83 0.69
C -0.63 0.02 0.53
H 1.81 -1.30 1.35
C -0.23 -1.57 0.64
H -0.90 2.32 0.30
H -2.11 1.34 -0.53
C 1.39 -1.83 0.48
H -1.76 0.11 0.59
C -1.18 1.85 -0.61
H 1.72 -1.44 -0.43
H -0.45 -0.12 -1.74
*
```